Entry 1:
Molecular formula: C28H26N7O4Pt
Method: DFT, ωB97M-V with the def2-TZVPD basis set

## Properties
HOMO-LUMO gap	6.1	eV
charge	+1
multiplicity	1
lowest unoccupied orbital energy	-3.9	eV
relative energy (zero: lowest compared OMol25 entry of this formula, charge and spin)	15.5	kcal per mole

Cartesian coordinates (Å):
Pt 0.372 0.509 -0.152
O 4.299 -3.123 -3.728
O -6.274 2.577 0.213
O 4.013 -4.968 -0.512
O -5.154 4.563 0.267
N 0.782 2.468 -0.219
N 2.366 0.082 -0.333
N 0.703 -1.892 0.455
N 3.132 -0.032 0.770
N 2.862 -4.255 -2.344
N -1.510 1.227 0.088
N -1.621 -1.193 -1.313
C 1.224 5.072 0.613
C 1.520 -2.546 -0.377
C -2.614 -0.875 -0.476
C -3.889 1.199 0.032
C 1.576 -4.468 1.031
C 0.269 -2.538 1.536
C 4.505 -0.141 -0.919
C 2.261 4.309 0.096
C 2.692 0.107 -2.781
C -1.556 2.575 0.231
C 1.989 -3.821 -0.129
C -2.672 0.549 -0.062
C 3.189 0.019 -1.379
C 3.055 -4.416 -1.004
C -3.937 2.572 0.193
C 4.435 -0.179 0.457
C -2.740 3.270 0.256
C -3.601 -1.781 -0.105
C 0.673 -3.827 1.858
C -5.299 3.335 0.229
C 5.491 -0.310 1.498
C -0.041 4.523 0.684
C 3.918 -4.425 -3.298
C 2.008 3.016 -0.302
C -3.571 -3.054 -0.643
C -1.632 -2.410 -1.860
C -2.579 -3.370 -1.561
C -0.241 3.223 0.249
H -0.850 -2.615 -2.581
H -4.371 -1.487 0.595
H -4.320 -3.784 -0.366
H -0.420 -1.997 2.174
H 2.843 -0.845 -3.295
H 2.026 -3.796 -2.666
H 0.299 -4.302 2.753
H 5.537 0.585 2.120
H 3.564 -5.019 -4.143
H 3.245 0.863 -3.337
H 1.632 0.362 -2.801
H -0.876 5.089 1.069
H 3.262 4.705 0.005
H -2.789 4.350 0.307
H 4.734 -4.941 -2.793
H -2.537 -4.341 -2.035
H 1.830 -2.018 -1.266
H -4.830 0.674 -0.075
H 5.391 -0.241 -1.522
H 5.036 -3.203 -4.344
H 6.459 -0.450 1.026
H 2.789 2.407 -0.724
H 1.399 6.085 0.950
H 2.704 -0.033 1.681
H 5.299 -1.165 2.148
H 1.965 -5.450 1.264

=====

Entry 2:
Molecular formula: C28H27AsBrN3O4Rh
Method: DFT, ωB97M-V with the def2-TZVPD basis set

## Properties
HOMO-LUMO gap	6.8	eV
charge	+1
multiplicity	1
lowest unoccupied orbital energy	-3.5	eV
relative energy (zero: lowest compared OMol25 entry of this formula, charge and spin)	0.0	kcal per mole

Cartesian coordinates (Å):
Rh -0.974 -0.110 -0.979
Br -1.804 -1.156 -3.381
As -0.035 1.052 0.833
O 0.895 -0.761 -1.450
O -2.740 0.326 -0.142
O -2.432 3.330 -5.894
O 2.092 -4.322 0.510
N -0.943 -1.833 -0.038
N -1.287 1.358 -2.471
N 0.287 -2.477 -0.032
C -4.377 -2.887 0.548
C -2.103 1.339 -4.731
C -3.344 -1.969 0.296
C 2.997 2.492 2.325
C 2.209 0.630 3.618
C -5.696 -2.502 0.512
C 3.468 3.097 3.481
C -0.989 0.611 2.440
C 2.358 1.256 2.383
C -3.659 -0.613 0.015
C 3.305 2.471 4.708
C -2.058 2.733 -4.762
C -6.002 -1.171 0.221
C -1.996 -2.478 0.316
C -1.643 3.418 -3.621
C 2.512 -2.414 -0.927
C -5.010 -0.244 -0.021
C 2.679 1.234 4.774
C -1.713 0.730 -3.568
C 4.737 -2.188 -1.856
C -0.074 2.978 0.797
C 5.116 -3.360 -1.199
C 2.907 -3.594 -0.271
C 3.447 -1.730 -1.717
C -1.274 2.695 -2.510
C 1.838 0.607 1.133
C 4.217 -4.053 -0.419
C 1.155 -1.862 -0.808
H -4.117 -3.916 0.768
H 3.676 2.940 5.609
H -7.038 -0.859 0.182
H 6.127 -3.733 -1.300
H 2.567 0.732 5.726
H -0.545 1.138 3.282
H -1.608 4.499 -3.597
H 1.215 -3.886 0.534
H 3.144 2.976 1.365
H -2.442 0.774 -5.586
H -1.103 3.325 0.717
H -6.483 -3.216 0.705
H -2.029 0.898 2.302
H 3.972 4.052 3.421
H -0.954 3.198 -1.611
H 0.351 3.314 1.742
H 4.497 -4.962 0.096
H 3.124 -0.831 -2.223
H -0.936 -0.465 2.599
H 2.376 0.932 0.242
H -1.839 -3.513 0.611
H 0.529 3.366 -0.022
H -5.248 0.790 -0.234
H 5.446 -1.651 -2.470
H -2.388 4.291 -5.823
H 1.739 -0.346 3.672
H 1.904 -0.480 1.179

=====

Entry 3:
Molecular formula: C28H27AsClIN4O6RuS
Method: DFT, ωB97M-V with the def2-TZVPD basis set

## Properties
HOMO-LUMO gap (alpha / beta)	7.6 / 6.6	eV
charge	+1
multiplicity	2
lowest unoccupied orbital energy (alpha / beta)	-3.6 / -4.5	eV
relative energy (zero: lowest compared OMol25 entry of this formula, charge and spin)	11.1	kcal per mole

Cartesian coordinates (Å):
I -2.879 0.887 1.961
Ru -0.841 0.195 0.375
As 2.575 1.231 0.715
Cl -0.466 -4.682 3.799
S 0.576 1.789 1.310
O -1.974 1.908 -5.049
O -3.178 -5.225 0.135
O -3.080 -2.834 -1.110
O 0.615 -0.347 -0.779
O -2.002 -0.926 -0.798
O -2.204 -6.082 1.923
N -1.570 1.582 -0.924
N -0.736 -1.781 1.311
N -0.257 -2.418 2.417
N 1.779 -0.724 -4.106
C -0.573 2.115 -4.883
C -1.574 -2.643 0.728
C 0.677 -1.844 3.340
C -1.341 1.358 -2.178
C -3.470 2.258 0.524
C 1.356 -0.029 4.743
C 1.136 0.298 -4.714
C 3.026 1.848 -1.048
C -4.271 4.137 -1.306
C -5.006 3.964 -0.142
C 2.475 -0.749 5.131
C -1.636 -3.863 1.419
C -0.184 0.720 -2.772
C 1.801 -2.573 3.714
C -4.595 3.024 0.787
C 2.210 -2.159 -2.206
C -2.294 -2.141 -0.489
C -3.146 3.370 -1.549
C 0.612 -0.198 -2.089
C 0.116 1.002 -4.132
C -0.785 -3.665 2.489
C 0.444 -0.583 3.853
C 1.525 -0.989 -2.848
C -2.739 2.380 -0.651
C 2.692 -2.024 4.619
C 3.103 -0.574 1.020
C 3.723 2.255 1.862
C -2.372 -5.158 1.175
H -5.882 4.567 0.053
H -0.078 2.255 -5.846
H 4.081 -0.727 0.562
H 1.983 -3.554 3.298
H -2.571 3.558 -2.445
H 2.528 -2.852 -2.980
H -5.139 2.895 1.713
H 2.141 1.882 -1.676
H 3.441 2.848 -0.941
H 1.455 0.518 -5.726
H 3.098 -1.844 -1.650
H 1.544 -2.663 -1.504
H -4.563 4.886 -2.029
H 2.372 -1.253 0.593
H 3.767 1.183 -1.490
H 3.414 3.298 1.835
H -0.452 -0.044 3.589
H -2.090 1.667 -2.898
H 3.178 -0.700 2.094
H 1.172 0.959 5.144
H 4.748 2.168 1.503
H 3.171 -0.328 5.846
H -2.113 1.209 -5.697
H 3.652 1.882 2.882
H 3.561 -2.593 4.921
H -3.204 -4.382 -0.392
H -0.482 3.051 -4.330

=====

Entry 4:
Molecular formula: C28H27Br2N4O3S4SbTi
Method: DFT, ωB97M-V with the def2-TZVPD basis set

## Properties
HOMO-LUMO gap (alpha / beta)	4.6 / 4.6	eV
charge	-2
multiplicity	1
lowest unoccupied orbital energy (alpha / beta)	3.8 / 3.8	eV

Cartesian coordinates (Å):
Sb -2.800 3.684 -1.760
Br -4.540 -3.599 3.504
Br -4.367 -4.963 -4.412
Ti -1.883 0.439 -1.181
S -1.459 4.211 -3.570
S -4.029 5.401 -0.918
S -3.927 1.620 -2.011
S -1.391 2.625 -0.122
O -0.074 -0.050 -0.157
O 0.233 -1.521 -1.795
O -0.808 0.978 -2.783
N 1.900 0.199 1.637
N 1.090 1.539 -3.839
N -2.721 -1.156 -2.242
N -2.818 -0.694 0.245
C -3.294 -2.175 -1.494
C -3.852 -2.822 0.859
C 2.439 0.412 5.773
C 2.104 2.535 -4.095
C -3.865 -2.437 2.150
C 3.133 -0.541 5.048
C 1.399 1.218 3.747
C -3.377 -1.150 2.540
C -3.202 -2.339 -4.273
C 4.091 -0.450 0.823
C 2.972 -0.630 3.677
C -3.336 -1.933 -0.133
C 0.461 2.127 3.007
C 0.800 2.293 5.954
C 4.327 -1.583 -1.287
C 0.651 -0.869 -0.840
C 4.889 -1.031 -0.143
C -2.735 -1.259 -3.594
C -2.882 -0.349 1.566
C 1.051 0.353 -4.673
C 2.954 -1.520 -1.448
C 2.124 -0.932 -0.499
C 2.120 0.255 3.013
C 2.696 -0.402 0.680
C -3.726 -3.415 -3.496
C 1.562 1.285 5.132
C 0.149 1.756 -2.933
C -3.787 -3.347 -2.153
H 4.545 0.001 1.694
H 4.951 -2.045 -2.042
H -4.205 -4.159 -1.576
H 5.964 -1.043 -0.002
H 1.037 2.177 7.012
H 2.071 0.004 -4.836
H 0.252 2.632 -2.293
H 3.095 2.151 -3.838
H -3.184 -2.375 -5.351
H 0.584 0.573 -5.637
H 1.044 3.317 5.663
H -0.401 1.583 2.609
H -4.225 -3.795 0.569
H 2.468 -1.929 -2.325
H 2.562 0.475 6.849
H 3.481 -1.403 3.120
H 0.486 -0.420 -4.158
H 2.090 2.816 -5.150
H 1.888 3.425 -3.506
H -2.343 -0.397 -4.119
H 0.956 0.381 1.299
H -3.408 -0.824 3.568
H -2.512 0.644 1.792
H -0.278 2.175 5.833
H 3.793 -1.236 5.555
H 0.944 2.576 2.138
H 0.074 2.928 3.630

=====

> Which value of multiplicity does entry 4 give?

1

=====

> Which of these has the highest multiplicity?

C28H27AsClIN4O6RuS

=====

Copy entry 2 word for word.
Molecular formula: C28H27AsBrN3O4Rh
Method: DFT, ωB97M-V with the def2-TZVPD basis set

## Properties
HOMO-LUMO gap	6.8	eV
charge	+1
multiplicity	1
lowest unoccupied orbital energy	-3.5	eV
relative energy (zero: lowest compared OMol25 entry of this formula, charge and spin)	0.0	kcal per mole

Cartesian coordinates (Å):
Rh -0.974 -0.110 -0.979
Br -1.804 -1.156 -3.381
As -0.035 1.052 0.833
O 0.895 -0.761 -1.450
O -2.740 0.326 -0.142
O -2.432 3.330 -5.894
O 2.092 -4.322 0.510
N -0.943 -1.833 -0.038
N -1.287 1.358 -2.471
N 0.287 -2.477 -0.032
C -4.377 -2.887 0.548
C -2.103 1.339 -4.731
C -3.344 -1.969 0.296
C 2.997 2.492 2.325
C 2.209 0.630 3.618
C -5.696 -2.502 0.512
C 3.468 3.097 3.481
C -0.989 0.611 2.440
C 2.358 1.256 2.383
C -3.659 -0.613 0.015
C 3.305 2.471 4.708
C -2.058 2.733 -4.762
C -6.002 -1.171 0.221
C -1.996 -2.478 0.316
C -1.643 3.418 -3.621
C 2.512 -2.414 -0.927
C -5.010 -0.244 -0.021
C 2.679 1.234 4.774
C -1.713 0.730 -3.568
C 4.737 -2.188 -1.856
C -0.074 2.978 0.797
C 5.116 -3.360 -1.199
C 2.907 -3.594 -0.271
C 3.447 -1.730 -1.717
C -1.274 2.695 -2.510
C 1.838 0.607 1.133
C 4.217 -4.053 -0.419
C 1.155 -1.862 -0.808
H -4.117 -3.916 0.768
H 3.676 2.940 5.609
H -7.038 -0.859 0.182
H 6.127 -3.733 -1.300
H 2.567 0.732 5.726
H -0.545 1.138 3.282
H -1.608 4.499 -3.597
H 1.215 -3.886 0.534
H 3.144 2.976 1.365
H -2.442 0.774 -5.586
H -1.103 3.325 0.717
H -6.483 -3.216 0.705
H -2.029 0.898 2.302
H 3.972 4.052 3.421
H -0.954 3.198 -1.611
H 0.351 3.314 1.742
H 4.497 -4.962 0.096
H 3.124 -0.831 -2.223
H -0.936 -0.465 2.599
H 2.376 0.932 0.242
H -1.839 -3.513 0.611
H 0.529 3.366 -0.022
H -5.248 0.790 -0.234
H 5.446 -1.651 -2.470
H -2.388 4.291 -5.823
H 1.739 -0.346 3.672
H 1.904 -0.480 1.179

=====

> Among the records above, which one has the highest multiplicity?

C28H27AsClIN4O6RuS